Entry 1:
10
Properties=species:S:1:pos:R:3 method="wB97M-V/def2-TZVPD" fmax_ev_per_a=3.96 total_charge=0 orbital_gap_ev=9.2030 homo_energy_ev=-8.59 smiles=Nc1cnn[nH]1 e_above_lowest_ev=1.606
C -0.23 0.17 0.01
C 0.76 1.14 -0.03
H -2.15 0.52 0.55
H -1.91 -0.88 -0.35
H 0.87 2.23 -0.05
H 0.11 -1.94 0.20
N -1.58 0.09 -0.17
N 1.91 0.51 -0.08
N 1.75 -0.83 -0.07
N 0.47 -1.02 -0.01

=====

Entry 2:
21
Properties=species:S:1:pos:R:3 method="wB97M-V/def2-TZVPD" fmax_ev_per_a=3.61 spin_multiplicity=2 total_charge=+1 orbital_gap_ev="10.7984 / 5.7181" homo_energy_ev="-13.62 / -13.60" e_above_lowest_ev=1.367
N 2.46 0.55 1.86
C 2.67 0.15 0.45
C 1.54 0.76 -0.36
N 0.25 0.43 0.29
C -0.82 0.04 -0.60
C -2.19 -0.15 0.02
C -2.95 -1.13 -0.90
H 2.15 -0.24 2.41
H 3.27 1.05 2.19
H 2.59 -0.94 0.42
H 3.65 0.43 0.10
H 1.53 0.31 -1.36
H 1.56 1.80 -0.82
H 0.03 1.22 0.90
H -0.85 0.87 -1.35
H -0.52 -0.91 -1.04
H -2.11 -0.64 1.01
H -2.80 0.74 0.15
H -3.01 -0.86 -1.97
H -2.51 -2.14 -0.92
H -3.93 -1.34 -0.49

=====

Entry 3:
68
Properties=species:S:1:pos:R:3 method="wB97M-V/def2-TZVPD" fmax_ev_per_a=3.37 total_charge=-2 orbital_gap_ev=6.3593 homo_energy_ev=-2.34 e_above_lowest_ev=3.527
Y -0.48 0.46 -0.12
O 1.68 3.06 -0.85
S 1.10 1.96 -1.59
O 1.55 1.89 -2.97
O 1.41 0.64 -0.89
O -0.41 1.99 -1.55
C -1.11 -1.80 2.61
O -0.75 -1.68 1.24
Si -1.66 -2.41 0.00
C -3.52 -2.29 0.34
C -1.32 -4.29 0.22
C -0.94 -1.56 -1.46
Si 0.75 -2.19 -1.99
C 1.76 -1.35 -3.35
C 0.55 -3.95 -2.77
C 1.92 -2.49 -0.51
Si -2.06 -0.88 -2.78
C -3.05 -2.32 -3.59
C -1.15 -0.08 -4.24
C -3.41 0.37 -2.30
H -1.35 -2.84 2.85
H -1.94 -1.15 2.86
H -0.25 -1.49 3.21
H -3.83 -2.91 1.19
H -4.10 -2.58 -0.53
H -3.75 -1.25 0.58
H -1.74 -4.69 1.15
H -0.25 -4.50 0.20
H -1.78 -4.82 -0.61
H 1.41 -1.63 -4.35
H 2.81 -1.66 -3.27
H 1.73 -0.26 -3.27
H -0.09 -3.89 -3.66
H 0.07 -4.65 -2.07
H 1.51 -4.36 -3.07
H 2.15 -1.53 -0.05
H 2.86 -2.95 -0.82
H 1.46 -3.13 0.25
H -2.38 -3.02 -4.09
H -3.77 -1.95 -4.33
H -3.61 -2.88 -2.83
H -0.65 -0.82 -4.87
H -0.39 0.62 -3.88
H -1.85 0.48 -4.87
H -4.11 -0.05 -1.57
H -3.98 0.69 -3.18
H -2.96 1.25 -1.85
O -2.58 0.95 2.98
S -2.17 1.53 1.70
O -2.78 2.81 1.45
O -0.66 1.63 1.63
O -2.46 0.55 0.58
C 4.41 2.20 2.22
N 4.35 0.96 2.96
C 5.31 0.44 3.80
C 4.83 -0.73 4.27
N 3.59 -0.92 3.71
C 2.68 -2.01 3.96
C 3.26 0.14 2.91
Se 1.67 0.54 2.06
H 5.34 2.72 2.47
H 3.55 2.82 2.48
H 4.35 2.02 1.15
H 6.24 0.94 3.99
H 5.28 -1.44 4.96
H 3.10 -2.66 4.72
H 2.50 -2.57 3.04
H 1.72 -1.61 4.29

=====

Copy entry 2 word for word.
21
Properties=species:S:1:pos:R:3 method="wB97M-V/def2-TZVPD" fmax_ev_per_a=3.61 spin_multiplicity=2 total_charge=+1 orbital_gap_ev="10.7984 / 5.7181" homo_energy_ev="-13.62 / -13.60" e_above_lowest_ev=1.367
N 2.46 0.55 1.86
C 2.67 0.15 0.45
C 1.54 0.76 -0.36
N 0.25 0.43 0.29
C -0.82 0.04 -0.60
C -2.19 -0.15 0.02
C -2.95 -1.13 -0.90
H 2.15 -0.24 2.41
H 3.27 1.05 2.19
H 2.59 -0.94 0.42
H 3.65 0.43 0.10
H 1.53 0.31 -1.36
H 1.56 1.80 -0.82
H 0.03 1.22 0.90
H -0.85 0.87 -1.35
H -0.52 -0.91 -1.04
H -2.11 -0.64 1.01
H -2.80 0.74 0.15
H -3.01 -0.86 -1.97
H -2.51 -2.14 -0.92
H -3.93 -1.34 -0.49